Record 1
Formula: C14H14F9O6RuTe
Source: the OMol25 dataset
Level of theory: ωB97M-V/def2-TZVPD

Results
E_HOMO (alpha / beta) (eV): -8.74 / -8.95
ΔE to the lowest compared entry with this formula, charge and spin (eV): 0.818
Multiplicity: 2
Gap between HOMO and LUMO (alpha / beta) (Ha): 0.2772 / 0.2813

Each line ends with the Löwdin spin population.
Geometry (Å):
Ru: 0.1698 0.4971 0.2527  0.81
O: -2.8886 2.7234 1.3471  0.02
C: -2.3615 1.8563 0.7110  0.00
O: -1.3838 1.1079 1.2252  0.04
C: -2.7722 1.4545 -0.7095  0.00
C: -2.5305 -0.0361 -0.9440  0.00
C: -3.1722 -0.5129 -2.2356  0.00
C: -2.2464 0.1066 -3.3037  0.00
C: -1.2254 0.8505 -2.4573  0.00
O: -1.1012 -0.0637 -1.3013  0.00
C: -1.8533 2.1017 -1.8121  0.00
C: -0.7801 2.9932 -1.1792  0.00
O: -0.8116 4.1928 -1.1395  0.00
O: 0.2295 2.2748 -0.7282  0.00
H: -3.8158 1.7256 -0.8525  0.00
H: -2.6832 -0.6640 -0.0719  0.00
H: -4.2030 -0.1709 -2.3118  0.00
H: -3.1638 -1.5994 -2.2897  0.00
H: -2.7647 0.7882 -3.9757  0.00
H: -1.7622 -0.6648 -3.8992  0.00
H: -0.2469 1.0004 -2.9019  0.00
H: -2.4195 2.7015 -2.5217  0.00
F: 0.6072 -2.4974 -1.0692  0.00
C: 0.1538 -2.8902 0.1263  0.00
F: 0.1235 -4.2226 0.1421  0.00
F: -1.1112 -2.4581 0.2244  0.00
C: 1.0440 -2.2952 1.2560  0.01
O: 1.0786 -0.9334 1.2146  0.05
C: 2.5120 -2.8024 1.0807  0.00
F: 3.2466 -2.4515 2.1415  0.00
F: 2.6154 -4.1230 0.9301  0.00
F: 3.0636 -2.2269 0.0056  0.00
C: 0.5135 -2.7447 2.6560  0.00
F: 1.0680 -2.0043 3.6128  0.00
F: 0.7927 -4.0292 2.9101  0.00
F: -0.8104 -2.5903 2.7471  0.00
C: 4.3428 0.7848 1.1050  0.01
Te: 2.7635 1.7214 0.0200  0.05
C: 2.0702 2.6765 1.8125  0.00
H: 3.9309 0.0943 1.8371  0.00
H: 4.9020 1.5746 1.6015  0.00
H: 4.9926 0.2479 0.4184  0.00
H: 2.4167 3.7058 1.8166  0.00
H: 2.4873 2.1186 2.6462  0.00
H: 0.9830 2.6822 1.8634  0.00

Record 2
Formula: C14H14I2N2O9Y
Source: the OMol25 dataset
Level of theory: ωB97M-V/def2-TZVPD

Results
E_HOMO (eV): -5.05
ΔE to the lowest compared entry with this formula, charge and spin (eV): 1.384
Total charge: -1
Gap between HOMO and LUMO (Ha): 0.2258

Each line ends with the natural charge from an NBO analysis.
Geometry (Å):
Y: -0.3800 -0.8751 -0.7340  1.81
O: -0.6885 -2.7281 1.6956  -0.74
C: -0.4503 -2.2212 3.0084  -0.08
C: -1.4270 -1.1582 3.4977  -0.23
N: -1.4089 0.1820 2.9470  -0.44
C: -2.4640 0.5904 2.0298  -0.29
C: -2.1777 0.1433 0.6192  0.75
O: -1.5774 0.9203 -0.1757  -0.71
O: -2.3573 -1.0824 0.3118  -0.78
C: -0.1447 0.8861 2.9128  -0.34
C: 0.9448 0.4959 1.9107  0.80
O: 2.0390 1.0118 2.0379  -0.65
O: 0.6173 -0.3731 1.0029  -0.91
H: -1.6436 -2.7351 1.5275  0.50
H: 0.5704 -1.8442 3.0080  0.20
H: -0.4973 -3.0418 3.7311  0.16
H: -1.2418 -1.0939 4.5795  0.19
H: -2.4431 -1.5488 3.3844  0.20
H: -2.5394 1.6774 2.0419  0.22
H: -3.4094 0.1590 2.3578  0.21
H: 0.3332 0.8175 3.8946  0.21
H: -0.3368 1.9471 2.7415  0.23
O: 3.2766 4.4496 -4.0266  -0.74
C: 2.0449 4.2493 -3.9520  0.72
O: 1.0816 4.8877 -4.4234  -0.74
C: 1.6587 2.9763 -3.2213  -0.01
C: 2.3233 2.5848 -2.0602  -0.23
C: 1.9491 1.4318 -1.4037  0.04
N: 0.9629 0.6399 -1.8588  -0.59
C: 0.3291 1.0022 -2.9989  0.08
C: 0.6308 2.1532 -3.6835  -0.19
C: -0.7619 0.0583 -3.4829  0.77
O: -1.3829 0.2837 -4.4907  -0.60
O: -0.9212 -0.9942 -2.6949  -0.89
H: 3.1442 3.1866 -1.6947  0.24
H: 2.4282 1.1201 -0.4827  0.22
H: 0.0657 2.4141 -4.5675  0.26
I: 2.1631 -2.7434 -1.0155  0.31
C: 0.8302 -4.3046 -0.5341  -0.73
I: -1.0924 -4.0202 -1.3511  0.29
H: 0.7102 -4.2831 0.5392  0.25
H: 1.2423 -5.2211 -0.9269  0.23

Record 3
Formula: C14H14N
Source: the OMol25 dataset
Level of theory: ωB97M-V/def2-TZVPD

Results
E_HOMO (eV): -11.08
ΔE to the lowest compared entry with this formula, charge and spin (eV): 6.710
Total charge: +1
Gap between HOMO and LUMO (Ha): 0.2146

Each line ends with the natural charge from an NBO analysis.
Geometry (Å):
C: 5.9533 -1.1277 1.4594  -0.45
C: 4.7105 2.4647 -0.9032  -0.07
C: 5.0110 -0.5494 0.8009  0.50
C: 4.4945 1.4044 -0.3699  0.06
C: -3.7782 1.1614 1.5481  -0.20
C: -3.2223 1.8510 0.5073  -0.22
C: -3.8920 -0.2234 1.4234  -0.20
C: -2.7126 1.1468 -0.5423  -0.20
C: -3.4617 -0.9314 0.3527  -0.21
C: -2.7879 -0.2619 -0.6649  -0.03
C: -0.6617 -1.0825 -1.7718  -0.23
C: 0.0559 -0.5881 -0.7417  0.11
C: 0.5852 0.0350 0.2329  -0.59
C: -2.1272 -0.8482 -1.8572  -0.47
N: 4.1319 0.1606 0.2154  -0.51
H: 6.7052 -1.8845 1.1177  0.32
H: 5.0074 3.4290 -1.1648  0.26
H: -4.1680 1.6268 2.4234  0.22
H: -3.1445 2.9741 0.3821  0.22
H: -4.4472 -0.6318 2.2623  0.22
H: -2.1544 1.7779 -1.3103  0.20
H: -3.5297 -1.9808 0.2773  0.22
H: -0.0175 -1.3747 -2.6142  0.24
H: 0.6105 1.1977 0.3175  0.24
H: 6.2065 -1.1877 2.5649  0.33
H: 0.9095 -0.4581 1.2253  0.22
H: -2.4406 -0.3755 -2.7457  0.25
H: -2.6486 -1.7790 -2.0473  0.23
H: 3.0645 -0.0675 0.1377  0.51

Record 4
Formula: C14H14N2NdO2S2
Source: the OMol25 dataset
Level of theory: ωB97M-V/def2-TZVPD

Results
E_HOMO (alpha / beta) (eV): -3.49 / -3.51
ΔE to the lowest compared entry with this formula, charge and spin (eV): 0.000
Multiplicity: 4
Total charge: -1
Gap between HOMO and LUMO (alpha / beta) (Ha): 0.2045 / 0.2054

Each line ends with the Löwdin spin population.
Geometry (Å):
C: 3.8331 -0.0966 -1.4419  0.00
C: 3.4655 1.2239 -1.8658  0.00
C: 2.3274 1.1081 -2.7309  0.00
C: 1.9854 -0.2737 -2.8229  0.00
C: 2.9048 -1.0170 -2.0219  0.00
Nd: 1.2995 0.6074 -0.1483  3.05
N: 2.3199 -0.6489 1.3364  -0.01
C: 2.9580 0.4509 2.0539  0.00
C: 2.8020 1.8219 1.4416  -0.02
H: 1.8342 1.9360 -3.2401  0.00
H: 3.9910 2.1381 -1.5955  0.00
H: 1.1811 -0.6991 -3.4268  0.00
H: 2.9509 -2.1007 -1.9121  0.00
H: 4.7032 -0.3530 -0.8389  0.00
H: 3.7514 2.1599 1.0119  0.00
H: 2.5448 0.4766 3.0851  0.00
H: 2.6198 -1.5663 1.6623  0.00
H: 2.3811 2.5265 2.1464  0.00
H: 4.0413 0.2102 2.1541  0.00
O: -2.4990 0.1914 -2.5683  0.00
S: -2.6876 0.8628 -1.3103  0.00
O: -3.2286 2.1999 -1.2498  0.00
N: -1.2160 0.7473 -0.3977  0.00
C: -1.4806 0.3995 0.8718  0.00
S: -0.4152 0.9318 2.0738  0.00
C: -2.7143 -0.3902 1.0012  0.00
C: -3.1220 -1.3660 1.9317  0.00
C: -4.3593 -1.9955 1.7779  0.00
C: -5.2095 -1.6443 0.7066  0.00
C: -4.7612 -0.7257 -0.2596  0.00
C: -3.5174 -0.1488 -0.1112  0.00
H: -2.4315 -1.6536 2.7259  0.00
H: -4.6868 -2.7766 2.4641  0.00
H: -6.1996 -2.0830 0.6184  0.00
H: -5.3659 -0.4532 -1.1212  0.00

Record 5
Formula: C14H14N2O4Pd
Source: the OMol25 dataset
Level of theory: ωB97M-V/def2-TZVPD

Results
E_HOMO (alpha / beta) (eV): -7.72 / -8.03
Multiplicity: 5
Gap between HOMO and LUMO (alpha / beta) (Ha): 0.2588 / 0.1887

Each line ends with the Löwdin spin population.
Geometry (Å):
C: 1.5346 0.8365 -1.5631  0.15
C: 0.9372 1.9997 -0.9930  0.20
C: -0.4610 1.9780 -1.2869  0.13
C: -0.7300 0.8037 -2.0623  0.17
C: 0.5052 0.0942 -2.2311  0.17
Pd: -0.0557 0.1375 0.0632  1.51
N: 1.1025 -1.4027 0.2195  1.12
C: 0.9559 -0.3146 2.0558  0.02
C: 0.6862 1.0988 1.8188  0.23
H: -1.1956 2.7279 -1.0037  0.01
H: 1.4528 2.7632 -0.4199  0.01
H: -1.6904 0.5203 -2.4853  0.00
H: 0.6309 -0.8218 -2.8078  0.01
H: 2.5895 0.5719 -1.5280  0.01
H: 1.5384 1.7510 1.6468  0.01
H: 2.0147 -0.5526 2.2376  0.02
H: 1.0900 -2.4470 0.3218  0.06
H: -0.2323 1.5454 2.1990  0.02
H: 0.2306 -0.8218 2.7177  0.00
O: -2.6546 -1.3462 -1.6541  0.02
C: -2.6131 -1.5676 -0.4063  0.01
O: -1.8219 -1.0206 0.4637  0.13
C: -3.4835 -2.6328 0.2140  0.01
C: -3.5524 -2.6922 1.6066  0.00
C: -4.2683 -3.6828 2.2445  0.00
C: -4.9463 -4.6414 1.4592  0.00
C: -4.9364 -4.5736 0.0348  0.00
C: -4.2112 -3.5578 -0.5675  0.00
N: -5.6665 -5.7243 2.1219  0.00
O: -5.6562 -5.7353 3.3760  0.00
O: -6.2332 -6.5655 1.3868  0.00
H: -3.0162 -1.9718 2.2014  0.00
H: -4.3020 -3.7785 3.3247  0.00
H: -5.4821 -5.3446 -0.5097  0.00
H: -4.2021 -3.4835 -1.6537  0.00

Record 6
Formula: C14H14N3O3
Source: the OMol25 dataset
Level of theory: ωB97M-V/def2-TZVPD

Results
E_HOMO (eV): -11.23
ΔE to the lowest compared entry with this formula, charge and spin (eV): 3.170
Total charge: +1
Gap between HOMO and LUMO (Ha): 0.1836

Each line ends with the natural charge from an NBO analysis.
Geometry (Å):
C: 2.9785 -0.9649 -1.7240  -0.73
C: 3.2502 0.4900 -2.2660  0.79
O: 3.6373 0.6224 -3.3916  -0.51
O: 3.0983 1.6325 -1.4542  -0.51
C: 1.8166 2.2709 -1.6022  -0.12
C: 0.7698 1.4596 -2.4260  0.10
C: 0.5501 1.5564 -3.8936  0.02
N: -0.3093 0.9302 -4.6882  -0.11
N: -1.0875 0.0381 -4.1064  -0.27
C: -0.9884 -0.1964 -2.7853  0.53
O: -1.8502 -1.2133 -2.3034  -0.44
C: -2.4484 -0.7979 -1.1403  0.49
N: -2.7138 -0.7450 -0.0283  -0.27
C: -0.1277 0.4420 -1.7995  -0.23
H: 1.9495 -1.3128 -1.9904  0.22
H: 3.7041 -1.6531 -2.2211  0.27
H: 3.0726 -0.9582 -0.6054  0.25
H: 1.9297 3.2990 -2.0524  0.24
H: 1.3933 2.3730 -0.5614  0.23
H: 1.2239 2.2837 -4.4205  0.26
H: -1.7641 -0.4782 -4.6865  0.47
H: -0.0949 0.1964 -0.7124  0.31
C: -1.2293 -0.4623 5.5655  -0.21
C: -0.7450 -1.6432 5.0160  -0.21
C: -1.0183 -1.9565 3.6902  -0.22
C: -1.7686 -1.0831 2.9103  -0.23
C: -2.2495 0.0994 3.4592  -0.21
C: -1.9837 0.4082 4.7878  -0.21
H: -1.0190 -0.2199 6.6005  0.22
H: -0.1548 -2.3206 5.6223  0.22
H: -0.6461 -2.8811 3.2637  0.21
H: -1.9781 -1.3241 1.8762  0.21
H: -2.8336 0.7811 2.8504  0.21
H: -2.3636 1.3277 5.2172  0.22

no.,electronic energy (Eh)
1,-2255.0232
2,-1962.5941
3,-596.0983
4,-2159.6699
5,-1079.8395
6,-931.4543